[1]
Molecular formula: CH5PS2
Method: DFT, the ωB97M-V functional and the def2-TZVPD basis

Structure (XYZ):
```
9
Properties=species:S:1:pos:R:3:forces:R:3
C -0.735749 0.360343 -0.633662 3.12 -0.11 0.74
P 1.666109 0.102560 -0.389272 -2.92 0.67 -0.51
S -1.190690 1.880749 0.128996 -0.31 0.35 -0.11
S 1.710129 -1.693470 0.653069 -0.01 -0.53 0.17
H -1.091735 -0.521922 -0.124502 -0.05 -0.22 -0.08
H -0.915350 0.394190 -1.693315 -0.08 -0.07 -0.27
H 1.697318 -0.551173 -1.627075 0.17 -0.11 -0.30
H -0.709241 1.605690 1.341326 0.02 -0.04 0.17
H 2.079785 -1.144978 1.809598 0.06 0.06 0.19
```
Positions in Å, forces in eV/Å.

DFT total energy in hartree: -1178.7681
Kohn-Sham gap in eV: 8.3
Maximum force in eV/Å: 3.208

Results of the Mulliken charge analysis, in e, for atoms 1 through 4: -0.73, 0.13, -0.15, -0.24

=====

[2]
Molecular formula: C4H13N4O2P
Method: DFT, the ωB97M-V functional and the def2-TZVPD basis

Structure (XYZ):
```
24
Properties=species:S:1:pos:R:3:forces:R:3
C -1.887122 0.609465 -0.908575 -2.36 -1.36 -0.05
C -2.063177 1.885908 -0.117600 -0.51 -2.32 3.12
C -0.185816 2.006778 -1.298720 -2.67 -1.35 1.69
C -0.699586 -1.416650 -2.193280 1.74 1.48 0.75
N -0.626729 0.791535 -1.554669 1.05 2.53 -0.17
N 2.033434 1.000726 1.599984 -1.05 -1.85 0.70
N 1.699706 -0.849865 3.408849 -4.08 -1.20 -0.32
N -0.128771 -0.020196 -2.419238 -0.49 -2.55 -0.58
O -0.117903 -0.762889 1.279017 -0.14 0.23 0.41
O -1.053862 2.750928 -0.502301 0.88 0.38 -0.34
P 1.283741 -0.562829 1.681617 2.14 0.80 2.25
H -1.849070 -0.334071 -0.281188 -0.25 1.41 -0.74
H -2.666691 0.525552 -1.720205 0.79 -0.24 0.71
H -3.024042 2.324606 -0.091759 -1.05 0.81 -1.10
H -2.082564 1.513821 0.972836 1.20 0.95 -0.93
H 0.622314 2.506217 -1.658772 2.11 0.87 -1.17
H 2.158588 -1.351465 0.985357 0.52 -0.37 -0.44
H -0.653254 -1.636763 -1.128877 -0.49 -0.01 0.32
H -1.674265 -1.684133 -2.593332 0.00 0.20 -0.35
H 0.109482 -2.030239 -2.513838 0.15 -0.83 -1.08
H 1.323765 1.552121 2.036695 -0.36 0.83 1.31
H 2.021555 1.454025 0.725391 0.31 -0.02 -1.96
H 0.752790 -1.248386 3.864137 2.74 1.18 -1.28
H 2.414085 -1.533280 3.682929 -0.17 0.41 -0.74
```
Positions in Å, forces in eV/Å.

DFT total energy in hartree: -870.9649
Kohn-Sham gap in eV: 7.5
Maximum force in eV/Å: 4.270

Results of the Mulliken charge analysis, in e, for atoms 1 through 4: -0.57, -0.40, -0.47, -0.75

=====

[3]
Molecular formula: C28H69AuN4O6P2Si4Te
Method: DFT, the ωB97M-V functional and the def2-TZVPD basis

Structure (XYZ):
```
115
Properties=species:S:1:pos:R:3:forces:R:3
Au -0.268700 0.090700 1.019700 -0.33 -0.25 0.10
C -1.520700 4.946600 2.614600 0.08 -0.19 -0.36
C -1.563700 3.796000 1.616500 -0.79 0.24 0.44
C -2.168700 2.538900 2.215600 0.31 0.18 -0.30
O -0.206300 3.568900 1.190500 0.51 -0.31 -0.84
P 0.066400 3.001300 -0.283400 0.05 1.90 0.32
O -0.636900 1.768200 -0.639700 -0.06 -1.04 0.13
C 1.881200 3.069200 -0.295100 -0.56 -0.86 -0.19
P 2.663900 1.415500 -0.331800 1.31 0.90 0.27
O 1.863800 0.236000 -0.640600 -0.33 -0.30 -0.10
O 3.817100 1.569800 -1.438600 -0.48 -0.35 0.27
C 4.678300 2.705000 -1.553900 0.49 0.42 -0.20
C 4.553200 3.256000 -2.972000 -0.14 -0.17 0.37
C 6.113900 2.300600 -1.237200 -0.36 0.01 0.13
O 3.371300 1.481300 1.102700 -0.51 0.31 -0.88
C 3.934100 0.326000 1.747700 0.43 -0.79 0.61
C 2.848200 -0.556300 2.336300 0.26 0.46 -0.11
C 4.808900 -0.484700 0.804600 -0.01 0.34 0.06
O -0.446100 4.083200 -1.338500 0.14 -0.55 0.27
C -0.096000 5.436800 -1.655200 0.08 0.53 -0.16
C 0.675500 5.474000 -2.974900 -0.33 -0.20 0.35
C 0.628600 6.164000 -0.532500 -0.26 -0.15 -0.16
H -2.460600 5.012800 3.149600 -0.19 0.02 0.08
H -1.342600 5.893400 2.114500 0.06 0.17 -0.02
H -0.723100 4.776700 3.331800 0.09 -0.06 0.14
H -2.149300 4.084400 0.734000 0.04 0.03 0.08
H -1.607900 2.215800 3.089200 0.07 -0.05 0.09
H -2.137400 1.741200 1.477400 -0.18 -0.12 0.08
H -3.198800 2.728900 2.500500 -0.17 0.04 0.05
H 2.210000 3.602700 0.590800 0.04 0.06 0.05
H 2.178500 3.604400 -1.193400 -0.01 0.03 -0.06
H 4.367200 3.469100 -0.832800 0.02 0.00 -0.04
H 4.944300 2.535800 -3.684900 0.06 -0.10 -0.09
H 5.110900 4.184900 -3.063700 0.05 0.07 -0.02
H 3.509900 3.437900 -3.222900 -0.08 0.06 -0.03
H 6.376700 1.394400 -1.777500 0.00 -0.07 -0.09
H 6.223200 2.118600 -0.170700 0.09 -0.03 0.05
H 6.798400 3.092800 -1.530400 0.05 0.09 0.01
H 4.534800 0.770400 2.552800 -0.06 -0.15 -0.16
H 2.256600 -0.995300 1.537600 -0.08 -0.07 0.05
H 2.197400 0.026000 2.982700 -0.15 -0.04 0.02
H 3.301800 -1.349500 2.922400 0.06 -0.14 0.11
H 4.207000 -0.799100 -0.045900 0.06 -0.19 -0.09
H 5.184300 -1.364900 1.321200 0.00 -0.05 0.03
H 5.652800 0.097700 0.447900 0.10 -0.02 -0.08
H -1.069100 5.918600 -1.815000 0.17 -0.06 0.05
H 1.699600 5.135900 -2.843400 0.19 -0.06 0.03
H 0.698300 6.487500 -3.366700 0.01 0.11 0.00
H 0.186000 4.827800 -3.698200 -0.03 -0.02 -0.11
H 1.648800 5.810600 -0.415600 0.17 -0.02 0.00
H 0.105000 6.019100 0.406400 -0.02 0.10 0.14
H 0.655900 7.225700 -0.764900 0.04 0.09 0.01
C -2.519400 -2.352100 -0.127200 -0.12 -0.03 0.25
N -1.322000 -1.744000 -0.700000 0.06 0.29 0.00
C -1.643300 -1.312400 -2.056700 0.03 0.23 -0.17
N -2.092300 -2.427300 -2.888900 -0.05 0.15 -0.28
C -3.268800 -3.023400 -2.265900 -0.14 -0.10 -0.05
N -2.987200 -3.489400 -0.911400 -0.26 -0.12 0.11
C -1.905800 -4.469700 -0.971200 -0.03 -0.11 0.06
N -0.698400 -3.910200 -1.573000 0.20 -0.23 0.02
C -0.279000 -2.764700 -0.772500 0.26 -0.03 0.09
C -1.032800 -3.432000 -2.909800 0.09 -0.05 -0.18
H -3.308900 -1.600700 -0.080700 -0.03 0.04 0.04
H -2.291300 -2.684600 0.887300 -0.06 0.01 0.01
H -0.753900 -0.863400 -2.506400 -0.04 0.02 0.04
H -2.434400 -0.558900 -2.006500 0.07 -0.01 -0.03
H -3.601200 -3.873300 -2.874500 0.01 0.13 0.08
H -4.069900 -2.278900 -2.221000 0.05 -0.06 -0.05
H -2.235400 -5.329600 -1.564800 0.04 0.06 0.10
H -1.676300 -4.791400 0.050000 -0.01 -0.07 -0.13
H 0.618700 -2.320800 -1.213200 -0.04 -0.01 0.06
H -0.051900 -3.095100 0.245300 0.05 -0.01 -0.05
H -1.361800 -4.280000 -3.520100 0.07 0.08 0.03
H -0.138300 -2.987600 -3.355600 -0.05 -0.07 -0.03
C 0.492700 -2.237300 8.297400 -0.19 0.24 -0.53
Si 0.053900 -2.377000 6.447400 0.14 -1.00 0.51
C 1.414100 -3.507800 5.720000 -0.40 0.53 -0.02
C -1.599800 -3.321400 6.356900 0.38 0.41 -0.15
Si -0.142600 -0.347500 5.267500 -0.04 -0.07 0.03
Te -0.690600 -1.431400 3.065000 0.10 0.30 0.02
Si 1.760400 0.959200 5.810800 0.82 0.74 0.37
C 1.536800 1.498300 7.631400 -0.28 -0.26 -0.42
C 1.960600 2.584700 4.813400 -0.24 -0.60 0.13
C 3.464000 0.080900 5.857200 -0.62 -0.06 -0.12
Si -1.997400 0.845000 6.142300 -0.83 0.61 0.42
C -1.733700 2.745600 6.111900 0.11 -0.55 -0.05
C -2.247600 0.425700 7.989300 0.27 -0.01 -0.47
C -3.661600 0.510500 5.260100 0.68 -0.09 0.11
H 0.495600 -3.219000 8.762600 -0.01 -0.23 -0.01
H -0.228600 -1.621800 8.824200 -0.13 0.15 0.16
H 1.476300 -1.800200 8.435300 0.23 0.10 0.05
H 1.386500 -4.502800 6.154300 -0.14 -0.15 0.19
H 2.398400 -3.095700 5.916200 0.24 0.12 0.04
H 1.306800 -3.609200 4.645300 -0.03 -0.01 -0.23
H -1.561800 -4.286100 6.854100 0.18 -0.15 0.15
H -1.889000 -3.491700 5.324900 -0.06 -0.02 -0.23
H -2.389300 -2.742300 6.823200 -0.23 0.16 0.12
H 0.668400 2.132200 7.767200 -0.21 0.13 0.03
H 2.397200 2.045800 8.006200 0.25 0.08 -0.12
H 1.403500 0.629700 8.269400 -0.03 -0.20 0.15
H 1.116200 3.240400 5.005200 -0.20 0.11 0.03
H 2.000500 2.405600 3.742600 0.00 -0.07 -0.24
H 2.861200 3.125300 5.094000 0.20 -0.04 0.16
H 3.326900 -0.975700 6.069100 0.04 -0.23 0.02
H 4.092400 0.484900 6.648500 -0.06 0.20 0.11
H 4.014500 0.160200 4.928000 0.07 0.00 -0.29
H -1.073900 3.040800 6.920900 0.15 0.07 0.17
H -2.665400 3.290200 6.241400 -0.24 -0.05 0.03
H -1.278800 3.087100 5.190200 0.09 0.09 -0.27
H -1.335500 0.614700 8.549500 0.19 0.02 0.09
H -2.498500 -0.621700 8.120600 -0.06 -0.25 0.03
H -3.035700 1.012800 8.453000 -0.19 0.18 -0.09
H -3.550000 0.608700 4.186300 0.05 -0.03 -0.30
H -4.454300 1.185400 5.571600 0.03 0.23 0.23
H -4.003500 -0.500000 5.456900 -0.02 -0.28 0.00
```
Positions in Å, forces in eV/Å.

DFT total energy in hartree: -4023.4375
Kohn-Sham gap in eV: 7.0
Maximum force in eV/Å: 1.932

Results of the Mulliken charge analysis, in e, for atoms 1 through 4: 2.33, -1.45, 0.66, -1.39

=====

[4]
Molecular formula: C5H7NO
Method: DFT, the ωB97M-V functional and the def2-TZVPD basis

Structure (XYZ):
```
14
Properties=species:S:1:pos:R:3:forces:R:3
C -0.966624 1.713616 -0.073000 -0.10 0.06 0.01
C 0.292026 0.937712 0.102896 0.33 0.72 0.60
O 1.309948 1.445424 0.546213 -0.83 0.95 0.37
C 0.562166 -0.500908 -0.290099 0.72 0.24 0.30
C 0.464388 -1.535826 0.845851 -0.01 0.01 0.15
C -0.153080 -0.958995 -1.500415 0.13 -0.08 -0.77
N -0.763234 -1.309401 -2.423232 0.76 0.46 1.22
H -0.746226 2.748296 0.196973 -0.20 -0.15 -0.04
H -1.756660 1.308043 0.565881 0.03 0.02 -0.08
H -1.312629 1.655296 -1.110017 0.02 -0.05 0.13
H 1.649547 -0.118255 -0.237300 -0.68 -2.41 -1.74
H -0.555595 -1.810698 1.131566 0.09 0.16 -0.16
H 0.988335 -2.444226 0.529227 -0.14 0.17 0.07
H 0.987638 -1.130079 1.715456 -0.10 -0.10 -0.05
```
Positions in Å, forces in eV/Å.

DFT total energy in hartree: -324.6709
Kohn-Sham gap in eV: 11.1
SMILES string: CC(=O)[C@@H](C)C#N
Maximum force in eV/Å: 3.050

Results of the Mulliken charge analysis, in e, for atoms 1 through 4: -1.13, 0.36, -0.56, 0.66